Entry 1:
Entry from the OMol25 dataset: 9 unconnected molecules or ions with the total composition C34H92N6O11 at a distorted geometry (ωB97M-V with the def2-TZVPD basis set).

The relative energy (zero: lowest compared OMol25 entry of this formula, charge and spin) is 221.7 kJ/mol. For the LUMO energy (alpha / beta), the calculation gives -1.987 / -7.145 eV. The largest force on an atom is 4.24 eV/A. The value obtained for the gap between HOMO and LUMO (alpha / beta) is 8.00 / 2.84 eV. As for the expectation value of S²: 0.755.

```
! wB97M-V def2-TZVPD RIJCOSX def2/J DEFGRID3
* xyz 1 2
C 2.3620 -4.9676 2.3334
C 2.9253 -3.7510 1.6631
O 3.1435 -2.7345 2.5549
H 1.3811 -4.6698 2.7037
H 3.0594 -5.2240 3.1309
H 2.2410 -5.7313 1.5651
H 2.2052 -3.3213 0.9668
H 3.8561 -3.8899 1.1132
H 2.3944 -2.1369 2.6113
C 7.0485 -0.7885 -0.0883
C 6.0384 -1.5726 0.8009
O 5.0328 -0.7097 1.4271
H 7.6449 -0.0212 0.4054
H 6.4911 -0.3354 -0.9082
H 7.7364 -1.5347 -0.4859
H 6.6014 -2.1510 1.5334
H 5.5183 -2.2327 0.1068
H 4.4805 -1.2638 1.9834
C 5.0503 -0.8979 -6.4723
C 3.8053 -0.4724 -5.7171
O 2.8888 0.0633 -6.7085
H 5.6373 -0.1114 -6.9465
H 4.9642 -1.7731 -7.1164
H 5.6483 -1.2508 -5.6321
H 4.0913 0.3917 -5.1174
H 3.2504 -1.2812 -5.2418
H 2.6887 -0.6244 -7.3477
C -1.2375 6.0853 -5.9880
O -0.9787 4.9036 -5.3282
C -0.2224 4.0447 -6.0947
C -0.3379 2.6404 -5.6967
N 0.0519 2.2880 -4.2764
C 0.0246 0.8366 -4.0461
C -1.3153 0.1037 -4.2491
O -1.0784 -1.2862 -4.4047
C -0.7280 -1.8675 -5.6697
H -0.5041 6.8564 -5.7522
H -2.1935 6.4085 -5.5761
H -1.2600 6.0379 -7.0767
H 0.8352 4.2588 -6.2484
H -0.7585 4.1093 -7.0416
H 0.2922 2.1237 -6.4206
H -1.3632 2.3062 -5.8554
H -0.3769 2.8507 -3.5555
H 0.3583 0.7638 -3.0110
H 0.8065 0.3752 -4.6493
H -1.9120 0.5155 -5.0631
H -1.8872 0.2511 -3.3329
H -0.2070 -2.8182 -5.5563
H 0.0141 -1.2968 -6.2279
H -1.5553 -1.8820 -6.3792
C -9.9186 2.8766 -2.2722
O -8.9193 1.8927 -2.3608
C -8.7112 1.2767 -1.1574
C -7.3127 1.4226 -0.5699
N -6.3294 1.3580 -1.6148
C -5.1362 2.0814 -1.1731
C -4.1796 2.2858 -2.3599
O -2.8495 2.7030 -2.1101
C -2.1066 1.9930 -1.1082
H -10.0871 3.4627 -3.1756
H -9.6165 3.6783 -1.5982
H -10.8905 2.4496 -2.0251
H -8.9907 0.2782 -1.4936
H -9.3880 1.3056 -0.3034
H -7.0708 0.7636 0.2639
H -7.2534 2.3985 -0.0879
H -6.7121 1.6289 -2.5094
H -4.6395 1.6358 -0.3113
H -5.4261 3.0775 -0.8384
H -4.7302 2.9172 -3.0573
H -4.0239 1.3151 -2.8306
H -2.6047 2.0265 -0.1392
H -1.0934 2.3942 -1.0848
H -2.0820 0.9205 -1.3012
C -2.3074 2.4284 3.7057
C -1.4986 2.0003 4.9708
C -2.4757 1.2593 6.0311
O -1.6910 0.7967 7.0897
C -2.3854 0.4987 8.3864
N -0.4405 1.1545 4.5121
H -1.6002 2.7951 2.9617
H -3.0742 3.1569 3.9690
H -2.9751 1.6822 3.2749
H -1.0196 2.8655 5.4292
H -2.9513 0.4258 5.5143
H -3.2412 1.8897 6.4836
H -2.8443 1.3985 8.7962
H -1.6394 0.0672 9.0537
H -3.2136 -0.2061 8.4598
H 0.0386 0.7770 5.3172
H 0.2621 1.6165 3.9527
C -0.4680 0.2583 1.4440
C 0.6076 -0.6891 1.4947
C 1.8186 -0.1843 0.6810
O 1.5217 -0.4592 -0.7013
C 2.4868 -0.1604 -1.6630
N 0.9702 -1.0288 2.8712
H -0.2403 1.2817 1.7420
H -1.2446 0.0279 2.1734
H -0.8772 0.3542 0.4383
H 0.0951 -1.5410 1.0477
H 2.7345 -0.7361 0.8928
H 2.0227 0.8778 0.8165
H 3.4112 -0.7149 -1.5011
H 2.8015 0.8583 -1.4364
H 2.2156 -0.3462 -2.7022
H 0.2207 -1.6537 3.1318
H 0.6262 -0.2432 3.4047
C -1.1942 -4.7471 -1.4434
C 0.1954 -4.1513 -1.4368
C 1.4185 -5.0937 -1.8256
O 1.6093 -5.9359 -0.6821
C 2.6111 -6.9584 -0.9118
N 0.1878 -3.0794 -2.4038
H -1.4428 -4.9626 -2.4825
H -2.0444 -4.1011 -1.2246
H -1.4520 -5.6771 -0.9367
H 0.3283 -3.6660 -0.4699
H 2.2857 -4.4357 -1.7698
H 1.5168 -5.5304 -2.8194
H 2.9045 -7.5274 -0.0296
H 3.4272 -6.5333 -1.4960
H 2.0973 -7.7559 -1.4485
H 0.9334 -2.4457 -2.1536
H -0.7009 -2.6450 -2.6076
C 3.0686 1.6904 8.3117
C 2.1853 1.1648 7.1675
C 3.0821 0.7236 6.0501
O 3.7547 1.9139 5.7846
C 3.9464 1.9985 4.3921
N 1.3655 0.1554 7.8498
H 2.3975 2.0363 9.0979
H 3.7358 2.5215 8.0831
H 3.6945 0.9041 8.7336
H 1.5549 2.0116 6.8960
H 2.5126 0.2289 5.2632
H 3.8327 -0.0073 6.3509
H 4.5263 2.9131 4.2681
H 2.9059 2.0797 4.0774
H 4.5201 1.1263 4.0786
H 0.3660 0.2780 7.7721
H 1.6448 -0.7586 7.5232
*
```

***

Entry 2:
Entry from the OMol25 dataset: 8 unconnected molecules or ions with the total composition C34H92N8O9 at a distorted geometry (ωB97M-V with the def2-TZVPD basis set).

For the LUMO energy (alpha / beta), the calculation gives 2.177 / 2.131 eV. The largest force on an atom is 4.63 eV/A. The value obtained for the gap between HOMO and LUMO (alpha / beta) is 1.50 / 8.79 eV. As for the expectation value of S²: 0.751.

```
! wB97M-V def2-TZVPD RIJCOSX def2/J DEFGRID3
* xyz -1 2
C -0.1029 -10.2946 24.0684
O 0.8436 -10.2743 25.1340
C 1.1703 -9.0492 25.7120
C -0.0272 -8.2339 26.2877
N -0.7877 -8.9176 27.3390
C -1.8048 -8.1015 27.9021
C -2.4513 -8.9546 29.1000
O -3.1520 -10.1298 28.6316
C -2.3797 -11.3530 28.4770
H 0.2387 -9.8964 23.1130
H -0.9552 -9.6679 24.3310
H -0.4682 -11.2931 23.8283
H 1.5011 -8.3367 24.9564
H 2.0090 -9.0309 26.4079
H -0.6927 -7.7688 25.5604
H 0.4996 -7.3650 26.6822
H -1.1324 -9.7620 26.9051
H -2.5545 -7.9907 27.1187
H -1.4240 -7.1544 28.2843
H -3.0877 -8.3129 29.7093
H -1.6465 -9.1370 29.8121
H -3.2681 -11.9786 28.3905
H -1.5832 -11.5017 29.2061
H -1.8640 -11.2404 27.5233
C 6.5917 -7.0744 24.8019
C 5.2382 -6.6679 25.4651
C 4.3013 -5.6397 24.7257
O 4.8707 -4.4300 24.1709
C 5.1841 -4.4499 22.7934
N 4.5401 -7.8619 25.8709
H 6.4096 -7.5737 23.8503
H 7.2123 -7.7597 25.3793
H 7.2290 -6.2211 24.5696
H 5.5244 -6.2454 26.4282
H 3.5265 -5.2514 25.3867
H 3.7845 -6.0999 23.8835
H 5.8845 -5.2079 22.4426
H 5.5793 -3.4399 22.6848
H 4.3447 -4.4514 22.0980
H 5.1323 -8.4037 26.4840
H 4.4890 -8.5291 25.1144
C 5.2143 -7.6362 29.5314
C 3.6737 -7.6916 29.3167
C 3.1618 -6.2904 28.6218
O 1.7499 -6.1891 28.9212
C 1.2289 -5.0518 28.2478
N 3.1600 -8.7844 28.5732
H 5.7185 -7.4410 28.5849
H 5.7871 -8.4819 29.9118
H 5.4919 -6.7553 30.1102
H 3.2596 -7.7000 30.3249
H 3.2608 -6.3081 27.5364
H 3.7096 -5.4381 29.0237
H 1.4956 -4.1232 28.7524
H 0.1459 -5.0348 28.3707
H 1.6150 -4.9662 27.2321
H 2.1519 -8.8458 28.5770
H 3.5192 -8.5670 27.6546
C 1.5712 -11.5787 20.9620
C 2.8989 -11.6457 21.8195
C 3.0188 -13.1658 22.2079
O 4.2252 -13.0707 22.9906
C 3.8804 -12.9062 24.3999
N 3.9933 -11.1142 21.0060
H 0.6642 -11.6442 21.5631
H 1.5234 -12.4353 20.2897
H 1.4774 -10.6948 20.3311
H 2.8361 -11.0429 22.7254
H 3.2294 -13.7809 21.3329
H 2.2142 -13.7242 22.6864
H 4.7704 -12.9334 25.0287
H 3.3550 -13.8215 24.6725
H 3.1163 -12.1713 24.6532
H 4.1394 -11.6977 20.1947
H 4.7329 -11.3686 21.6450
C 5.7214 -12.4964 29.4395
C 4.8511 -12.4114 28.1790
C 3.3950 -12.6066 28.5477
O 2.4773 -12.8459 27.3797
C 1.1480 -12.5520 27.7618
N 5.0112 -11.1037 27.7083
H 5.2496 -13.1491 30.1741
H 5.8044 -11.5524 29.9782
H 6.7416 -12.7846 29.1864
H 5.0343 -13.1244 27.3751
H 2.9716 -11.7859 29.1268
H 3.2538 -13.4577 29.2138
H 0.4042 -12.7962 27.0035
H 1.0659 -11.4777 27.9267
H 1.0068 -13.1136 28.6853
H 4.2659 -10.9142 27.0536
H 4.5808 -10.5474 28.4331
C -3.9924 -14.0636 24.1528
C -3.9070 -13.9467 25.7018
C -2.5109 -14.4180 26.2488
O -2.3785 -15.7977 26.0324
C -1.1252 -16.3746 26.5365
N -4.1955 -12.5938 25.8951
H -5.0294 -13.9306 23.8446
H -3.7893 -15.0930 23.8572
H -3.2635 -13.6164 23.4770
H -4.6824 -14.4021 26.3177
H -2.4107 -14.0875 27.2827
H -1.7672 -13.8794 25.6613
H -0.9136 -16.1250 27.5762
H -0.3365 -15.9152 25.9406
H -0.8215 -17.4142 26.4139
H -5.0949 -12.3599 25.4995
H -3.8406 -12.1534 25.0583
C -1.5444 -5.1651 31.5626
C -0.1917 -4.7530 32.0752
C 0.2105 -5.6973 33.1166
O -0.7034 -5.6093 34.2338
C -0.4739 -4.4946 35.0889
N 0.7210 -4.5249 30.9413
H -1.5093 -6.1275 31.0520
H -1.9323 -4.5516 30.7494
H -2.1870 -5.1608 32.4430
H -0.3776 -3.8086 32.5867
H 1.1988 -5.4297 33.4906
H 0.3262 -6.6797 32.6588
H -0.9426 -3.5993 34.6805
H 0.5821 -4.2909 35.2662
H -0.8408 -4.6534 36.1030
H 0.2574 -3.8287 30.3753
H 0.8893 -5.3380 30.3662
C -7.1548 -10.8491 32.6431
C -5.7965 -10.9626 31.8643
C -5.9097 -11.7916 30.5684
O -6.6067 -12.9362 30.8618
C -6.5818 -13.9300 29.8959
N -5.3066 -9.6105 31.6040
H -7.0581 -10.2723 33.5629
H -7.6381 -11.8129 32.8031
H -7.8412 -10.2658 32.0294
H -5.1181 -11.4505 32.5642
H -4.9334 -12.0251 30.1437
H -6.6225 -11.2921 29.9123
H -7.5638 -13.9059 29.4234
H -6.6419 -14.8837 30.4203
H -5.7330 -13.8617 29.2155
H -4.6306 -9.6876 30.8576
H -4.8615 -9.2055 32.4152
*
```